# 1
Molecular formula: C32H53InN4O2PS
Method: DFT, ωB97M-V with the def2-TZVPD basis set

orbital gap = 8.6 eV
total charge = +1
E = -69392.729 eV
relative energy (zero: lowest compared OMol25 entry of this formula, charge and spin) = 1.872 eV
HOMO energy = -0.3841 Eh
largest force on an atom = 0.0814 hartree/bohr

Positions of all 94 atoms, in Å:
C -1.76 3.86 -2.24
C -6.08 0.55 1.81
H -3.13 5.36 -3.64
C 2.84 -0.79 0.05
H 4.42 -3.35 -1.58
H -0.75 -1.91 0.92
H 2.38 -0.99 3.30
H 0.84 -2.43 1.79
N -3.23 4.45 -4.01
C -4.10 -0.15 0.26
C 4.25 -3.37 -0.50
H 1.19 2.73 3.59
C -4.62 0.10 1.67
H 2.39 -4.15 -0.99
H -3.84 0.83 2.23
C 2.72 -3.30 -0.38
N -3.79 -0.36 -3.49
H 0.04 -0.43 4.98
H 3.14 0.06 -0.60
H -3.09 0.17 -3.95
H -0.31 0.21 2.40
H 0.72 3.70 0.87
H 0.30 3.52 -2.16
H 1.58 0.53 3.69
C 0.88 2.93 1.56
H -2.78 -4.89 -4.52
H 2.53 5.27 2.40
H -4.03 -1.29 -3.82
H 1.20 -1.84 -0.80
C -0.83 -2.35 3.08
C -1.16 -1.98 -5.15
O 0.34 0.30 -0.43
H -4.41 -0.70 2.35
N -2.78 0.21 -1.44
C -0.83 -2.71 -2.94
S -5.09 -0.75 -1.07
H -0.57 -2.52 -1.91
H -0.55 -2.80 5.19
H 0.86 -3.23 4.08
C 0.11 -0.47 -3.64
C -0.61 3.05 -1.76
C -1.97 -3.10 -5.39
H 2.52 -1.73 -1.79
C 3.61 3.46 2.28
C 3.31 2.01 1.86
H 3.89 4.01 1.38
H 5.67 -2.41 0.87
H 3.21 1.37 2.74
H -6.25 0.87 2.82
H 0.24 0.10 -4.56
H 5.29 -1.44 -0.62
C 1.36 -0.44 3.39
C 2.04 1.94 1.01
H 2.26 2.33 0.01
H 1.62 -1.22 5.32
C 3.97 -1.24 1.02
H 4.46 -0.37 1.47
C -0.64 -1.73 -3.86
H 0.50 4.27 3.15
H -1.88 -4.57 -2.32
H 4.21 1.70 1.39
H -6.83 -0.19 1.61
H 2.42 -3.64 0.62
H 4.56 3.52 2.90
C -1.66 -3.84 -3.11
C 0.79 -1.12 4.61
C -2.48 3.44 -3.50
H -6.39 1.41 1.21
C 1.23 3.55 2.91
C 2.26 -1.94 -0.79
H 3.44 -1.80 1.82
H 1.09 -0.58 -3.11
C 0.08 -2.45 4.34
O -2.47 2.36 -3.97
H 4.78 -4.18 -0.13
P 1.37 0.24 0.71
C -0.06 -1.85 1.88
H -2.49 -3.20 -6.32
H 2.76 4.47 4.01
C 2.51 4.31 2.94
H -3.74 4.30 -4.85
C -3.78 -0.33 -2.08
In -0.65 0.99 -2.22
H -1.68 -1.71 3.19
H -0.64 3.08 -0.68
C 4.89 -2.13 0.18
H -1.27 -3.32 2.94
C -2.15 -4.05 -4.39
H -2.54 4.01 -1.48
C 0.51 -0.46 2.19
N -2.94 0.25 -0.10
H -1.06 -1.33 -5.99
H -0.11 2.36 1.64
H -1.54 4.93 -2.35



# 2
Molecular formula: C35H28ClF10IrN8
Method: DFT, ωB97M-V with the def2-TZVPD basis set

orbital gap = 7.0 eV
E = -91203.948 eV
relative energy (zero: lowest compared OMol25 entry of this formula, charge and spin) = 0.000 eV
HOMO energy = -0.2568 Eh
largest force on an atom = 0.0040 hartree/bohr

Positions of all 83 atoms, in Å:
H -2.71 0.89 1.07
F 0.16 3.32 -3.75
H -3.88 -0.57 -1.56
C 2.16 -1.45 -0.86
C -2.03 -1.74 1.88
C 1.27 2.40 -0.43
H -1.44 1.36 -3.50
C -0.57 0.75 -3.22
N 2.94 -2.33 -0.18
F -0.20 -0.21 2.01
C 4.52 0.29 4.38
H 5.88 -1.14 5.26
H 0.18 0.90 -4.01
H 2.53 -3.90 1.23
F 2.62 3.56 1.09
N 6.00 -2.79 2.93
N 4.86 -2.21 1.20
H -0.08 -1.35 -3.06
N -0.07 1.07 -1.89
C 1.55 4.42 -2.24
F 2.91 5.61 -0.71
C 0.79 3.30 -2.55
C -3.23 -0.46 -2.42
H 1.88 0.15 -2.18
H -3.62 -1.04 -3.26
C 5.33 -1.61 3.22
C -2.81 2.96 -1.59
F -0.26 -0.18 4.68
F -2.06 -1.71 6.08
F 1.19 1.40 0.49
N -1.88 -0.98 -2.08
C -3.73 3.61 -2.40
C 3.79 -0.09 2.08
Ir -0.92 -0.21 -0.49
C 4.60 -1.23 2.10
H -3.71 -2.36 -0.40
H 4.47 0.91 5.26
C 2.71 -0.42 -1.78
C -5.08 3.32 -2.26
H -0.06 -3.07 0.76
H -1.01 -2.84 -1.74
H -3.17 0.58 -2.68
N 0.89 -1.67 -0.56
H 3.19 0.20 1.23
H 3.28 -0.88 -2.59
C 0.62 2.22 -1.67
C 2.18 4.54 -1.01
H 3.36 0.28 -1.25
C -2.93 -2.51 2.64
C -5.51 2.41 -1.31
H 4.79 -3.29 -0.53
F 1.65 5.40 -3.13
C -3.21 2.02 -0.65
H -1.76 3.20 -1.69
F -3.85 -3.27 2.03
C -2.01 -2.43 -1.74
C -1.14 -0.94 4.03
C -0.96 -0.72 -3.22
C -2.21 1.28 0.18
H -1.47 2.01 0.54
H -6.57 2.21 -1.19
C 2.02 3.50 -0.10
C 5.31 -0.84 4.39
C 4.40 -2.35 -0.15
C 3.77 0.66 3.24
F -3.83 -3.24 4.68
N -1.91 -1.69 0.54
C -2.64 -2.58 -0.36
C -1.14 -0.97 2.66
N 5.71 -3.13 1.73
H -2.60 -2.93 -2.51
C -2.94 -2.49 4.02
H -4.91 1.06 0.24
H -1.44 -1.02 -4.16
C 0.87 -2.72 0.34
H -3.41 4.34 -3.13
Cl -6.25 4.12 -3.28
H 3.16 1.55 3.28
H 4.76 -1.53 -0.77
C 2.13 -3.14 0.58
C -4.58 1.77 -0.51
H -2.56 -3.63 -0.06
C -2.05 -1.71 4.74



# 3
Molecular formula: C29H58N9O10PRuS3SeSi
Method: DFT, ωB97M-V with the def2-TZVPD basis set

orbital gap (spin up / spin down) = 6.7 / 7.1 eV
total charge = -1
E = -182507.496 eV
⟨S²⟩ = 0.963
relative energy (zero: lowest compared OMol25 entry of this formula, charge and spin) = 0.000 eV
multiplicity = 2
HOMO energy (spin up / spin down) = -0.1975 / -0.1924 Eh
largest force on an atom = 0.0388 hartree/bohr

Positions of all 113 atoms, in Å:
H 1.38 4.41 3.55
C -2.02 5.41 -3.88
H 1.13 4.55 -5.09
Se 1.63 -0.88 2.56
C 2.24 2.42 -3.79
H -0.86 6.68 -1.67
N -3.76 1.50 -1.02
C 2.33 -3.71 -0.53
C -3.52 -1.18 -0.65
P -0.08 -3.30 -1.56
C -0.51 4.75 4.52
C -1.21 -3.61 0.84
H 3.30 2.65 -3.93
C -2.10 -3.12 -3.18
C 1.60 3.83 -5.76
H 1.51 1.34 -6.98
C -4.51 -0.71 -1.49
H 3.13 1.59 -6.30
H 2.03 0.40 -5.57
C -2.28 3.25 3.89
H 3.35 -3.58 -0.89
H -2.23 -3.77 1.21
N -0.06 5.85 5.24
N -1.12 -4.10 -0.54
H 1.07 3.85 -6.71
Si -0.95 2.25 -3.75
N -0.71 -3.60 -3.11
H -2.87 -0.44 -6.46
H -3.25 3.86 -2.04
S -1.97 1.18 2.14
O -2.42 2.25 -4.46
H 1.80 3.15 -3.11
H -4.69 0.94 -4.49
H 1.93 -0.25 -1.70
H -2.50 -3.35 -4.17
H -5.20 -1.37 -1.99
H -2.74 4.70 -4.29
H -2.07 3.99 -0.74
H -2.50 4.86 5.30
H -0.51 -4.12 1.51
N 2.82 0.04 -1.32
H -3.30 2.90 3.98
H -1.00 -2.54 0.87
O 3.29 -1.51 2.37
O 1.14 -1.09 1.01
H 3.47 -0.72 -1.17
H -2.91 1.81 -7.74
O 0.98 -1.89 3.59
C -1.83 4.33 4.63
H 1.61 -6.11 -1.49
C 1.63 -5.31 -2.24
H 1.15 -3.19 -4.02
C -4.45 1.49 -5.40
H -2.39 -5.75 -0.41
C -1.42 2.59 3.04
O -3.27 0.82 2.64
Ru -0.33 0.32 -0.15
O -0.69 3.62 -2.94
C 2.77 0.91 -0.26
C -0.11 3.02 2.89
H -2.97 5.44 -1.25
N 1.45 -4.00 -1.65
H -2.53 6.35 -3.65
H -2.15 -2.04 -3.03
H 2.60 -5.35 -2.75
C -0.37 5.77 -2.02
H 2.64 4.11 -5.92
O 0.03 -1.87 -1.21
S 1.40 2.07 -0.26
N -2.10 1.78 0.61
H 3.71 -0.85 1.77
H -1.30 0.16 -5.86
C -4.55 0.67 -1.66
H -4.85 2.50 -5.31
H -0.26 -3.19 -5.12
C -1.36 -5.52 -0.70
H 2.15 1.44 -3.33
C -1.41 4.82 -2.61
H -1.49 2.44 -6.88
H 0.02 -1.82 -4.03
H 3.63 1.70 1.26
C 2.09 1.38 -6.06
H 2.33 -4.52 0.21
H 2.01 -2.79 -0.03
H -2.52 -0.38 -4.71
H 0.12 5.29 -1.18
O 1.86 0.62 3.03
C -2.94 1.54 -5.59
C -2.49 4.51 -1.59
H -0.58 6.07 6.07
H -3.37 -2.24 -0.48
N -2.71 -0.37 0.00
H -1.25 5.59 -4.63
H -5.27 1.14 -2.32
C 0.35 4.09 3.63
H 0.56 2.49 2.22
S -0.78 0.46 -2.60
C 0.10 -2.91 -4.13
H 0.94 5.90 5.36
C -2.37 0.12 -5.67
H -2.70 -3.62 -2.42
H 0.38 6.03 -2.77
C -2.57 2.33 -6.85
H -3.02 3.32 -6.81
H 0.84 -5.49 -2.97
H -4.92 0.99 -6.25
O -0.95 0.14 2.20
C 1.51 2.44 -5.13
O 0.12 2.13 -4.98
N 3.73 0.97 0.58
C -2.87 0.97 -0.17
H -1.24 -5.78 -1.75
H -0.69 -6.13 -0.09



# 4
Molecular formula: C30H80AsF6O30S10
Method: DFT, ωB97M-V with the def2-TZVPD basis set

orbital gap = 10.6 eV
total charge = -1
E = -279323.594 eV
relative energy (zero: lowest compared OMol25 entry of this formula, charge and spin) = 7.948 eV
HOMO energy = -0.3413 Eh
largest force on an atom = 0.0875 hartree/bohr

Positions of all 157 atoms, in Å:
O 8.21 -3.57 0.55
H -3.62 5.22 6.20
O -6.04 3.03 -5.17
H -5.40 3.67 -2.31
H -4.63 0.08 1.05
C 4.53 0.01 8.67
H -2.95 -6.51 0.51
H 5.05 -0.86 9.06
H -2.06 -5.29 -5.42
O 7.79 3.73 0.08
O -5.66 -6.17 -6.34
O 4.01 -7.27 -7.03
H -8.67 3.89 -5.76
H 1.27 6.22 -0.49
H 4.20 0.63 9.51
H 1.12 -5.83 -0.88
F -0.55 0.05 0.41
H 6.90 6.51 1.90
H 8.52 7.40 3.39
O 2.62 0.75 7.46
H -6.26 4.69 -0.40
S -6.63 4.39 5.38
H 4.88 3.50 0.71
H -2.11 3.40 5.51
H 2.10 -1.96 -5.97
C 1.87 7.51 2.22
H -5.54 0.33 3.04
H 7.67 -4.62 -1.74
F 0.04 -0.04 -2.04
H 1.07 8.15 2.58
H 2.69 -1.06 8.55
H 6.13 -5.78 -3.47
S -4.76 -6.84 -5.45
H -3.55 -4.46 -6.11
H 7.11 -6.26 -1.32
H 3.26 -2.91 -7.91
F 0.31 2.46 0.48
O 6.16 -4.74 -0.36
H 2.74 -0.77 4.94
C 5.75 -5.17 -2.65
H -6.75 6.69 6.08
S 7.16 3.63 1.41
C -8.72 3.50 -4.74
O -0.55 -7.48 -2.05
H 2.01 -3.55 -5.21
O 2.44 2.67 5.86
H 4.99 4.00 2.41
H 8.11 6.10 0.70
As 0.23 1.17 -0.76
H 9.90 6.59 2.48
O 7.85 4.79 2.39
O 2.31 9.61 -1.06
H 1.70 -7.33 -9.11
S 2.90 -6.30 -7.10
C 2.88 7.51 3.35
H 0.98 7.13 -1.99
O 7.32 2.42 2.24
H 3.07 8.52 3.72
H -5.30 -0.48 -0.59
O -7.20 2.67 -2.83
H 5.55 -4.19 -3.07
H -3.47 -7.43 -0.95
S 1.65 8.58 -0.23
C -6.06 -1.84 3.46
C -3.00 -4.79 -5.22
H -6.54 2.92 -0.40
H 5.38 5.19 1.02
C 0.31 -5.43 -0.26
H 6.88 -2.27 -1.77
H 3.59 -2.74 -5.42
H 2.45 0.67 3.85
C -3.49 -7.68 -6.54
O 1.65 -6.35 -6.25
H -2.61 -5.82 -1.02
H -4.33 3.57 6.29
O 3.66 -4.70 -7.05
O -3.82 -5.79 -4.60
O -0.29 -6.58 0.32
H -7.90 4.05 -0.64
H 2.46 6.88 4.13
C -2.93 -3.54 -4.37
C 2.78 -3.61 -7.23
C -5.24 -0.48 3.70
H 9.00 7.91 1.86
O -7.56 1.04 -4.70
C 7.90 6.11 1.77
H 1.32 -5.66 -8.94
H -7.00 -1.77 4.00
H -8.62 4.34 -4.06
H -0.31 -4.82 -0.90
H -6.70 4.69 -2.78
O -6.58 3.13 6.12
C 0.88 -4.53 0.92
H -5.58 -2.75 3.83
O 4.54 1.42 5.89
O -1.09 -8.92 0.01
H 1.22 0.23 4.84
H -3.04 3.28 4.12
H -4.21 -0.71 3.45
H -2.97 -7.00 -7.22
C -6.73 5.76 6.65
H 5.30 0.66 8.25
H 3.72 -1.02 7.04
H 2.95 -6.19 -9.65
C -4.00 4.37 5.64
C 8.89 7.00 2.45
S -7.22 2.46 -4.47
C 2.31 0.23 4.84
C -2.74 4.02 4.87
H -2.41 -2.70 -4.84
C -6.84 3.88 -0.83
O -7.62 4.63 4.35
C 6.31 -2.13 -0.85
C 2.16 -6.36 -8.92
H -9.55 2.84 -4.48
C 1.70 6.94 -1.19
H 0.08 -4.18 1.56
C 5.37 4.17 1.41
H 1.57 -5.14 1.51
S 3.09 1.37 6.01
H -7.67 5.59 7.18
H 5.23 -2.23 -0.98
F 1.83 0.68 -0.38
H -5.96 5.69 7.41
O -5.12 4.68 4.78
C 6.80 -5.23 -1.51
H -4.12 -8.43 -7.02
C 3.33 -0.47 7.89
H 4.79 -5.58 -2.35
H 1.44 6.55 1.93
H -2.23 4.85 4.39
C -2.70 -6.79 -0.51
H -2.76 -8.14 -5.87
O -5.22 -7.86 -4.46
S -1.10 -7.60 -0.69
C -4.69 -0.70 0.28
S 6.76 -3.41 0.42
O 6.02 -3.26 1.70
H -2.35 -3.65 -3.45
O 2.49 8.19 1.14
H -5.10 -0.14 4.73
S -5.14 -2.35 1.03
C 2.62 -2.92 -5.87
O 0.21 8.66 0.21
F -1.45 1.91 -1.14
O -3.94 -2.81 1.76
H 6.54 -1.17 -0.39
H -3.93 -3.16 -4.18
F 0.87 2.29 -2.06
O -5.76 -3.07 -0.07
H 3.81 7.02 3.07
H 1.81 -3.98 -7.56
C -6.49 3.75 -2.27
O -6.31 -1.86 2.08
H 1.41 -3.60 0.71
H -3.73 -0.89 -0.20
H 2.71 6.79 -1.58



Question: Among the records above, which one has the highest relative energy (zero: lowest compared OMol25 entry of this formula, charge and spin)?
Answer: C30H80AsF6O30S10